(1)
{"formula": "C5H30N10O10", "method": "ωB97M-V/def2-TZVPD", "homo_lumo_gap_ev": 8.70, "e_above_lowest_ev": 0.956, "smiles": "NC(N)=O.NC(N)=O.NC(N)=O.NC(N)=O.NC(N)=O.O.O.O.O.O", "e_tot_ev": -41053.3804, "charge": 0, "fmax_ev_per_a": 1.648, "elements": ["C", "O", "N", "N", "H", "H", "H", "H", "C", "O", "N", "N", "H", "H", "H", "H", "C", "O", "N", "N", "H", "H", "H", "H", "C", "O", "N", "N", "H", "H", "H", "H", "C", "O", "N", "N", "H", "H", "H", "H", "O", "H", "H", "O", "H", "H", "O", "H", "H", "O", "H", "H", "O", "H", "H"], "xyz": [[-0.033, -4.051, 1.259], [0.853, -3.524, 0.592], [-0.555, -5.275, 0.976], [-0.539, -3.409, 2.346], [-0.081, -5.849, 0.304], [-1.452, -5.564, 1.316], [-1.349, -3.790, 2.801], [-0.245, -2.464, 2.526], [-1.765, 3.068, -1.961], [-0.651, 3.565, -1.872], [-2.015, 1.772, -1.608], [-2.840, 3.756, -2.454], [-2.894, 1.317, -1.772], [-1.245, 1.191, -1.319], [-2.669, 4.674, -2.816], [-3.652, 3.222, -2.702], [2.817, -0.149, -3.342], [3.589, 0.749, -3.623], [2.903, -1.443, -3.794], [1.827, -0.027, -2.410], [2.071, -1.962, -3.567], [3.708, -1.799, -4.266], [1.617, 0.824, -1.924], [1.197, -0.783, -2.195], [-3.168, 1.903, 2.756], [-4.261, 2.323, 2.420], [-2.175, 2.738, 3.199], [-2.836, 0.577, 2.740], [-1.412, 2.342, 3.721], [-2.286, 3.731, 3.261], [-3.518, -0.030, 2.322], [-1.870, 0.282, 2.803], [3.665, 1.005, 0.684], [4.580, 0.231, 0.923], [2.403, 0.746, 1.170], [3.744, 2.065, -0.156], [1.588, 1.318, 0.952], [2.364, 0.078, 1.915], [4.533, 2.156, -0.772], [2.907, 2.521, -0.477], [1.160, -3.201, -2.083], [1.179, -3.222, -1.106], [1.864, -3.797, -2.355], [-1.981, -1.333, -2.434], [-2.930, -1.417, -2.302], [-1.610, -1.225, -1.547], [-0.618, -0.420, -0.027], [-0.919, 0.012, 0.780], [0.331, -0.560, 0.104], [0.392, 2.596, 0.743], [-0.423, 2.792, 0.262], [0.642, 3.432, 1.148], [-0.296, -0.578, 3.386], [0.634, -0.599, 3.128], [-0.280, -0.521, 4.348]], "forces_ev_per_angstrom": [[0.144, 0.682, -0.243], [0.239, -0.241, 0.285], [0.054, -0.061, 0.114], [-0.271, -0.556, -0.080], [-0.109, 0.138, -0.195], [0.083, -0.093, 0.083], [0.055, 0.225, 0.245], [-0.337, -0.117, -0.034], [0.127, -0.215, -0.614], [-0.045, 0.094, 0.468], [0.015, 0.219, 0.352], [0.079, -0.487, 0.415], [0.021, 0.041, -0.060], [-0.014, -0.030, -0.208], [-0.097, -0.006, -0.148], [-0.174, 0.412, -0.183], [0.969, -0.210, 0.544], [-0.005, 0.076, -0.128], [-0.855, 0.706, 0.098], [-1.080, 0.105, 0.564], [0.516, -0.808, -0.231], [-0.069, 0.103, -0.213], [0.345, 0.353, -0.470], [0.221, -0.219, -0.212], [-0.617, 0.856, -0.037], [0.091, -0.210, -0.139], [0.803, -0.471, 0.224], [0.257, -0.062, 0.004], [0.082, 0.085, -0.100], [-0.502, -0.045, -0.061], [0.016, -0.030, 0.003], [-0.347, -0.029, 0.007], [-0.025, -1.577, -0.480], [0.171, 0.680, 0.214], [-0.583, 0.207, 0.081], [-0.076, 0.805, -0.193], [0.429, -0.013, 0.281], [0.209, -0.045, -0.069], [0.111, -0.305, 0.097], [-0.058, -0.044, 0.087], [-0.052, 0.087, -0.006], [-0.111, -0.197, -0.191], [0.055, -0.010, 0.075], [-0.110, 0.088, 0.035], [-0.013, -0.109, -0.016], [0.054, -0.057, -0.003], [0.187, 0.008, 0.128], [-0.066, 0.072, -0.024], [0.026, -0.084, -0.068], [-0.306, 0.101, 0.247], [0.160, 0.107, -0.333], [0.026, 0.026, -0.024], [0.402, -0.049, 0.051], [0.020, 0.153, 0.030], [-0.046, -0.047, 0.033]]}

***

(2)
{"formula": "C5H11FN3", "method": "ωB97M-V/def2-TZVPD", "homo_lumo_gap_ev": 7.80, "e_above_lowest_ev": 4.220, "smiles": "C[C@@H](F)NC1=[NH+]CCN1", "e_tot_ev": -12540.9191, "charge": 1, "fmax_ev_per_a": 4.423, "elements": ["C", "C", "F", "N", "C", "N", "C", "C", "N", "H", "H", "H", "H", "H", "H", "H", "H", "H", "H", "H"], "xyz": [[2.679, -0.281, -0.081], [1.628, 0.695, 0.567], [2.180, 1.768, 1.246], [0.666, 1.270, -0.447], [-0.486, 0.634, -0.578], [-1.845, 1.051, -0.249], [-2.257, -0.090, 0.641], [-1.350, -1.342, 0.120], [-0.640, -0.742, -1.051], [2.777, -0.089, -1.182], [2.303, -1.329, 0.054], [3.677, -0.209, 0.424], [1.009, 0.116, 1.313], [0.909, 2.123, -0.967], [-2.419, 1.187, -1.086], [-3.352, -0.269, 0.765], [-1.750, 0.180, 1.614], [-0.642, -1.561, 0.970], [-1.940, -2.255, -0.144], [-1.144, -0.856, -1.930]], "forces_ev_per_angstrom": [[-0.146, 0.228, 0.084], [1.308, -1.753, 0.059], [-0.623, -0.832, -1.083], [-0.679, -0.607, 0.003], [-3.399, -1.108, -2.603], [1.098, 0.987, 0.248], [1.662, -0.285, 0.682], [-1.011, 0.303, 0.150], [2.206, -0.466, 3.431], [0.034, -0.087, 1.106], [0.309, 0.952, -0.186], [-0.965, 0.092, -0.419], [0.548, 0.808, -0.749], [-0.610, 0.275, 1.160], [0.147, -0.023, 0.336], [1.045, 0.431, -0.445], [-1.364, -0.238, -0.704], [-0.556, -0.135, -1.304], [0.642, 0.889, 0.136], [0.353, 0.571, 0.097]]}

***

Which formula does entry 2 have? C5H11FN3

***

Which value of charge does entry 1 give? 0

***

The lowest charge belongs to which entry? C5H30N10O10

***

Look up the charge of the second one. +1